Computed, not measured: 2 unconnected molecules or ions with the total composition C2H3FO in a non-equilibrium geometry, with the ωB97M-V functional and the def2-TZVPD basis.

Structure (XYZ):
```
7
Properties=species:S:1:pos:R:3:forces:R:3:mulliken_charge:R:1
C 2.65115 0.67500 0.10519 0.470 0.056 -0.377 0.149
C -0.30185 -1.25826 0.59216 1.499 2.444 0.773 -0.397
O 3.53086 0.75027 -0.59867 -0.475 -0.059 0.379 -0.158
F 0.71666 -1.99162 0.05716 0.198 -0.668 -1.277 -0.254
H 0.05769 -1.15613 1.61884 -0.246 1.218 0.071 0.197
H -0.49761 -0.28757 0.00927 0.541 -1.424 1.006 0.179
H -1.17889 -1.78118 0.73804 -1.987 -1.568 -0.574 0.284
```
Positions in Å, forces in eV/Å.

Its maximum force is 2.97 eV/Å. Its net charge is 0. The energy is -253.0764 Ha.